Here is a structure of composition C6H8F8KNO10PS2 at a distorted geometry from the Open Molecules 2025 dataset. Energies are from ωB97M-V/def2-TZVPD.

XYZ file:
```
37
Properties=species:S:1:pos:R:3:nbo_charge:R:1
K 0.48870 -1.06222 0.40156 0.958
N 2.83580 -0.33957 -1.09465 -1.114
S 3.01831 0.96929 -1.92988 2.427
O 4.37550 1.30559 -2.33097 -0.908
O 2.11782 2.04434 -1.66465 -0.936
F 2.40605 0.44707 -3.34500 -0.529
S 3.92411 0.11475 0.15316 2.394
O 3.56164 1.24952 0.95534 -0.918
O 5.31943 -0.06828 -0.06779 -0.882
F 3.51734 -1.03834 1.20005 -0.519
P -0.81211 -3.65019 -1.80861 2.601
F -1.39577 -5.01920 -1.17540 -0.588
F -1.94129 -3.67589 -2.96894 -0.590
F -1.76746 -2.80853 -0.77848 -0.608
F -0.34175 -2.22324 -2.39321 -0.603
F 0.33314 -3.55929 -0.65120 -0.617
F 0.21671 -4.48420 -2.72426 -0.583
C -0.75695 2.32896 -3.32155 -0.104
C -1.15239 0.86597 -3.42909 -0.105
O -1.45497 0.47844 -2.08120 -0.464
C -1.06864 1.47716 -1.27162 0.980
O -0.99937 1.34893 -0.07651 -0.646
O -0.71344 2.57647 -1.90653 -0.459
H -1.38829 3.05247 -3.83901 0.180
H 0.25579 2.51880 -3.68954 0.212
H -0.34629 0.26421 -3.83746 0.225
H -2.07485 0.84137 -4.01021 0.188
C -1.11451 0.59361 5.66308 -0.096
C -2.29937 1.28706 4.93318 -0.097
O -2.48106 0.49741 3.77062 -0.479
C -1.40347 -0.27276 3.55740 0.988
O -1.23223 -0.97940 2.62921 -0.585
O -0.54613 -0.15094 4.61124 -0.494
H -1.38233 -0.03253 6.51019 0.188
H -0.45412 1.41253 5.94531 0.197
H -2.03548 2.27697 4.54643 0.187
H -3.20804 1.41367 5.51894 0.198
```

Output
Relative energy (zero: lowest compared OMol25 entry of this formula, charge and spin) = 81.94 kJ/mol
Calculated total energy = -3577.5872 Eh
Total charge = -1